A molecular structure, C20H45Cl3O2P2Sn at a distorted geometry, computed with ωB97M-V with the def2-TZVPD basis set.

```
73
Properties=species:S:1:pos:R:3:forces:R:3:lowdin_charge:R:1
Sn 0.316 -0.162 1.025 -1.2 -1.5 -0.2 0.655
P -0.324 -3.217 -0.623 0.2 2.0 -0.1 1.059
C 0.825 -3.701 -1.941 0.0 -0.5 -0.2 -0.515
C 0.081 -3.951 1.008 -0.1 -0.5 0.0 -0.496
C -2.035 -3.360 -1.196 0.0 -0.5 -0.1 -0.513
C 2.087 -2.828 -1.966 0.1 0.1 0.0 -0.099
H 0.247 -3.507 -2.861 0.1 0.0 0.2 0.122
C 1.167 -5.192 -1.882 0.1 -0.2 -0.2 -0.105
H 1.770 -5.435 -0.995 -0.2 0.1 -0.2 0.077
H 1.759 -5.442 -2.773 -0.1 -0.1 0.2 0.087
H 0.272 -5.829 -1.887 0.3 0.1 0.1 0.066
H 1.855 -1.769 -2.144 0.0 -0.3 0.2 0.066
H 2.736 -3.172 -2.783 -0.1 0.0 0.2 0.086
H 2.662 -2.904 -1.033 -0.2 0.0 -0.2 0.073
H -2.004 -2.850 -2.174 0.2 -0.1 0.3 0.123
C -3.016 -2.596 -0.298 -0.3 0.2 0.2 -0.109
C -2.407 -4.825 -1.422 -0.4 -0.1 -0.1 -0.105
H -1.865 -5.246 -2.279 -0.2 0.0 0.2 0.070
H -3.481 -4.877 -1.638 0.2 -0.2 0.0 0.088
H -2.205 -5.443 -0.533 -0.1 0.2 -0.2 0.084
H -2.553 -1.768 0.256 0.0 -0.2 -0.1 0.045
H -3.499 -3.262 0.428 0.2 0.2 -0.1 0.086
H -3.807 -2.155 -0.917 0.1 -0.2 0.1 0.084
C 1.528 -3.703 1.467 0.3 0.0 0.0 -0.108
H -0.028 -5.029 0.780 0.1 0.2 0.1 0.113
C -0.924 -3.610 2.116 -0.3 0.2 0.3 -0.102
H 2.266 -4.104 0.762 -0.2 0.1 0.1 0.057
H 1.685 -4.222 2.424 -0.2 0.1 -0.3 0.092
H 1.747 -2.640 1.649 -0.2 -0.3 -0.1 0.033
H -0.994 -2.534 2.333 0.1 -0.3 -0.2 0.030
H -0.604 -4.098 3.049 0.0 0.0 -0.3 0.093
H -1.932 -3.975 1.887 0.2 0.1 0.0 0.070
Cl 1.273 0.171 3.156 0.9 0.8 1.0 -0.077
H 0.927 0.294 -0.554 0.6 0.1 -1.0 -0.186
H -0.219 -1.798 -0.650 0.2 -0.8 0.1 -0.074
P 0.792 2.913 -0.175 -0.4 -0.9 1.5 0.991
C -0.393 3.598 -1.432 0.2 0.0 0.0 -0.543
C 0.893 4.082 1.274 0.2 0.7 -0.8 -0.560
C 2.407 2.951 -1.063 -0.4 0.2 0.1 -0.569
C -1.648 2.712 -1.469 -0.2 0.1 0.1 -0.137
H 0.150 3.468 -2.384 -0.2 0.1 0.2 0.099
C -0.734 5.079 -1.266 -0.2 0.1 -0.4 -0.122
H -1.357 5.263 -0.381 0.2 0.0 -0.2 0.068
H -1.312 5.394 -2.145 0.0 0.1 0.2 0.077
H 0.161 5.712 -1.220 -0.2 -0.1 0.1 0.063
H -1.412 1.702 -1.825 0.0 0.1 0.1 0.066
H -2.398 3.143 -2.145 0.1 -0.1 0.0 0.075
H -2.101 2.614 -0.472 0.2 0.0 -0.3 0.019
H 2.164 2.415 -1.997 0.1 0.1 0.3 0.098
C 3.492 2.144 -0.327 0.3 0.0 -0.3 -0.136
C 2.845 4.370 -1.430 0.4 -0.1 -0.2 -0.121
H 2.169 4.831 -2.162 0.1 -0.1 0.3 0.066
H 3.836 4.313 -1.898 0.0 0.2 0.0 0.075
H 2.923 5.019 -0.546 0.0 -0.2 -0.2 0.072
H 3.084 1.342 0.304 0.0 0.3 -0.1 0.035
H 4.131 2.785 0.291 -0.2 -0.1 -0.1 0.066
H 4.140 1.668 -1.076 0.0 0.1 0.2 0.074
C -0.416 4.048 2.075 0.1 -0.1 0.0 -0.126
H 1.030 5.077 0.817 0.0 0.0 0.6 0.087
C 2.073 3.742 2.191 -0.1 0.0 0.1 -0.124
H -1.276 4.334 1.460 0.1 -0.2 0.2 0.037
H -0.354 4.754 2.919 0.0 -0.2 -0.2 0.083
H -0.577 3.033 2.474 -0.1 0.4 -0.1 0.062
H 2.002 2.703 2.548 0.1 0.3 -0.1 0.016
H 2.033 4.390 3.077 0.0 -0.1 -0.1 0.080
H 3.048 3.889 1.718 -0.2 0.0 0.0 0.053
Cl -3.863 2.707 1.688 -0.1 -0.5 0.1 0.610
C -3.778 0.995 2.197 0.3 0.2 0.3 -0.969
Cl -4.956 -0.020 1.335 0.0 0.1 0.0 0.604
C -2.381 0.354 2.046 1.4 -0.5 -0.2 -0.756
O -2.185 -0.698 2.663 -0.7 1.1 -0.4 -0.046
O -1.516 0.959 1.280 -1.3 -0.1 0.6 -0.310
H -4.022 0.955 3.262 -0.1 0.0 -0.3 0.071
```
Forces are in eV/Å.

Properties
Multiplicity   1
Lowest unoccupied orbital energy   0.19 eV
Energy   -87540.69802 eV
Total charge   0
HOMO-LUMO gap   5.71 eV
Relative energy (zero: lowest compared OMol25 entry of this formula, charge and spin)   31.2 kcal/mol